1.
{"formula": "CBrFN2O4", "method": "the ωB97M-V functional and the def2-TZVPD basis", "species": ["N", "O", "O", "N", "F", "C", "O", "Br", "O"], "xyz": [[0.4871, -0.5137, -1.0936], [1.5646, -0.6246, -1.5593], [-1.2623, 1.3626, 0.2577], [-0.8487, 0.3962, 0.8443], [1.4040, 1.1354, 0.4321], [0.5225, -0.0945, 0.3878], [-0.5941, -0.7737, -1.4867], [1.2212, -1.4506, 1.5539], [-1.3488, -0.2209, 1.7670]], "forces_ev_per_a": [[0.42, 0.19, 2.82], [1.13, -0.08, -1.40], [0.04, -0.35, 0.23], [-0.23, -0.20, 0.64], [-2.53, -3.55, -0.08], [2.79, 3.00, 0.95], [-1.51, -0.45, -1.32], [-0.15, 0.70, -0.90], [0.04, 0.74, -0.93]], "de_lowest_ev": 0.338, "total_energy_ev": -84959.693, "gap_ev": 10.51, "e_lumo_ha": -0.0472, "smiles": "O=[N+]([O-])C(F)(Br)[N+](=O)[O-]", "mol_weight_g_mol": 202.9}



2.
{"formula": "C23H22N3O6PbS5", "method": "the ωB97M-V functional and the def2-TZVPD basis", "species": ["H", "O", "N", "C", "H", "C", "Pb", "C", "C", "C", "C", "O", "O", "C", "C", "H", "H", "H", "S", "H", "S", "C", "C", "H", "H", "C", "H", "H", "O", "C", "N", "H", "H", "C", "C", "H", "O", "C", "H", "C", "H", "C", "H", "C", "H", "S", "C", "H", "H", "H", "N", "C", "H", "C", "C", "H", "C", "O", "S", "S"], "xyz": [[-0.4595, -20.2007, -9.8590], [-5.5019, -16.0040, -2.9576], [-1.8173, -19.3159, -4.8804], [-6.4182, -15.7618, -5.8578], [-7.3469, -22.9816, -1.8202], [-4.7479, -16.8389, -7.2198], [-4.1187, -17.5486, -2.6322], [-6.7409, -15.8713, 0.0741], [-4.8937, -18.0657, -6.5564], [-6.5996, -17.0080, -5.2346], [-1.3545, -21.1418, -8.0416], [-3.7610, -15.4568, -1.3373], [-4.9286, -13.6397, -2.6921], [-1.1277, -18.5653, -6.9960], [-5.5138, -15.6951, -6.8903], [-5.3659, -14.7864, -7.4524], [-5.9714, -19.0121, -5.0065], [-7.0642, -19.6542, -3.0953], [-4.2355, -20.0586, -3.1489], [-1.9710, -21.6698, -6.1221], [-6.5640, -17.6250, -0.4023], [-7.4453, -22.2683, -1.0176], [-7.3876, -13.1912, 0.6775], [-6.3258, -21.5014, 0.6081], [-6.2315, -12.6038, -0.9840], [-7.6333, -15.5306, 1.0460], [-1.3141, -22.1401, -8.5282], [-4.3782, -18.9410, -6.8779], [-5.1534, -17.9299, -0.8269], [-5.8301, -18.1292, -5.5567], [-6.8500, -20.3490, -2.3951], [-5.7055, -23.0407, -0.0134], [-8.8923, -21.0983, -2.2047], [-0.7671, -18.7726, -8.3610], [-0.8816, -20.0570, -8.8568], [-7.3325, -17.0558, -4.4273], [-6.8864, -18.4115, 0.7568], [-6.1906, -14.7931, -0.6554], [-8.6751, -14.1306, 2.1590], [-6.1293, -22.0857, -0.2589], [-6.9331, -14.9218, -5.4638], [-1.6292, -18.0289, -4.6858], [-8.0702, -16.3213, 1.6755], [-1.7235, -20.8794, -6.7646], [-8.2029, -22.6894, -0.3765], [-4.9617, -14.8813, -1.9805], [-7.9526, -14.2290, 1.3286], [-8.3468, -20.3253, -0.8027], [-4.2351, -21.4826, -0.9427], [-4.0113, -16.6915, -8.0277], [-5.2358, -21.3628, -1.1147], [-1.5790, -19.6249, -6.2182], [-7.5625, -12.1831, 0.9542], [-5.5712, -20.5548, -2.1042], [-7.9420, -20.9598, -1.6048], [-0.3808, -17.9186, -8.9523], [-6.5334, -13.4746, -0.4110], [-7.3624, -17.7864, -1.5924], [-1.0751, -17.1369, -6.0368], [-1.7474, -17.1194, -3.2110]], "forces_ev_per_a": [[-0.55, -0.32, 0.36], [0.65, 1.05, 0.90], [-0.29, 1.00, 0.10], [0.23, -1.69, 0.25], [0.37, -0.34, -0.35], [0.23, 0.54, -0.48], [0.52, -0.82, -0.65], [1.08, 0.02, -1.30], [0.10, 1.51, -0.94], [-0.14, 0.40, 0.32], [0.88, 0.57, -2.26], [-0.32, 0.31, -0.81], [0.43, -0.68, 0.68], [0.27, 0.10, -1.13], [0.74, -0.88, -0.17], [0.10, 0.13, 0.03], [-0.30, -1.17, 0.35], [-0.06, -0.05, 0.11], [-0.17, 0.32, 0.12], [-0.57, -0.99, 0.82], [-1.42, 0.33, 0.17], [-0.15, -0.09, -0.21], [0.83, -0.16, -1.35], [0.01, 0.37, 1.00], [0.52, -0.57, -0.18], [-0.32, -2.05, 0.82], [-0.34, 0.71, 0.84], [0.57, -0.41, -0.10], [1.42, 0.06, 0.94], [-0.91, 1.41, 0.29], [0.07, -0.19, 0.35], [0.30, -0.33, 0.21], [1.50, -0.07, -0.01], [-0.09, 0.54, 0.77], [0.49, 0.20, 0.12], [0.21, -0.15, -0.16], [0.11, 0.28, -0.34], [0.51, 0.64, -1.35], [0.53, 0.46, -0.56], [-1.60, -0.03, -0.91], [-0.50, 0.66, -0.05], [0.09, -1.44, -0.49], [0.17, 0.32, -0.54], [0.33, -0.95, -0.13], [-0.22, 0.03, 0.40], [-1.28, -0.39, -0.05], [-1.32, -0.19, 2.00], [0.86, 0.39, -0.13], [-0.54, 0.22, -0.26], [-0.43, -0.45, 0.42], [1.75, 0.22, -0.16], [-0.08, 1.10, 0.97], [-0.34, 0.74, 0.09], [-0.72, -0.60, -0.14], [-1.36, 0.10, 0.10], [-0.28, -0.83, 0.32], [-0.86, 0.36, 1.32], [-0.56, 0.26, 0.14], [0.06, 0.43, -0.68], [-0.23, 0.06, 0.56]], "de_lowest_ev": 2.552, "total_energy_ev": -100380.471, "gap_ev": 5.98, "e_lumo_ha": -0.2028, "mol_weight_g_mol": 804.0, "charge": 1}